{"formula": "C46H37N2O11P", "method": "ωB97M-V with the def2-TZVPD basis set", "largest_force_ev_per_a": 3.63, "smiles": "CCNC1=C(OC#N)C(=O)c2c(C)c(CCCCO)cc(P(=O)(O)O)c2C1=O.O=C1c2ccccc2C(=O)c2ccccc21.O=C1c2ccccc2C(=O)c2ccccc21", "orbital_gap_ev": 7.889, "e_homo_ev": -9.341, "species": ["C", "C", "N", "C", "C", "O", "C", "N", "C", "O", "C", "C", "C", "C", "C", "C", "C", "C", "O", "C", "C", "P", "O", "O", "O", "C", "C", "O", "H", "H", "H", "H", "H", "H", "H", "H", "H", "H", "H", "H", "H", "H", "H", "H", "H", "H", "H", "H", "H", "O", "C", "C", "C", "C", "C", "C", "C", "C", "O", "C", "C", "C", "C", "C", "C", "H", "H", "H", "H", "H", "H", "H", "H", "O", "C", "C", "C", "C", "C", "C", "C", "C", "O", "C", "C", "C", "C", "C", "C", "H", "H", "H", "H", "H", "H", "H", "H"], "coordinates": [[0.040, 2.744, 2.595], [-1.168, 1.951, 1.891], [-0.779, 0.589, 1.445], [-0.588, -0.333, 2.525], [0.033, -1.527, 2.233], [0.503, -1.792, 0.896], [1.867, -1.893, 1.047], [2.940, -2.237, 0.808], [0.271, -2.649, 3.292], [0.237, -3.814, 2.973], [0.501, -2.138, 4.756], [1.311, -2.891, 5.740], [1.962, -4.270, 5.373], [1.496, -2.358, 7.126], [2.298, -3.109, 8.230], [3.864, -3.163, 7.996], [4.674, -2.749, 9.311], [5.932, -3.667, 9.594], [7.162, -2.909, 9.655], [0.859, -1.068, 7.415], [0.042, -0.309, 6.430], [-0.697, 1.306, 6.968], [-0.399, 2.343, 5.940], [0.029, 1.686, 8.432], [-2.325, 1.170, 7.300], [-0.161, -0.843, 5.087], [-1.043, -0.145, 3.992], [-2.024, 0.450, 4.373], [1.002, 2.169, 2.504], [0.211, 3.708, 2.027], [-0.215, 3.040, 3.646], [-2.113, 1.993, 2.487], [-1.381, 2.540, 0.948], [0.153, 0.699, 1.018], [1.271, -4.928, 4.776], [2.931, -4.116, 4.827], [2.149, -4.837, 6.332], [1.868, -4.142, 8.322], [2.109, -2.565, 9.201], [4.167, -2.555, 7.102], [4.163, -4.235, 7.784], [5.062, -1.695, 9.194], [4.018, -2.743, 10.228], [6.000, -4.493, 8.837], [5.831, -4.161, 10.602], [7.524, -2.833, 8.756], [0.983, -0.658, 8.450], [-0.404, 1.174, 9.144], [-2.600, 0.314, 6.907], [-0.291, 0.558, -3.779], [0.861, 0.655, -4.163], [1.318, 1.872, -4.879], [0.425, 2.919, -5.094], [0.853, 4.076, -5.728], [2.175, 4.193, -6.149], [3.064, 3.146, -5.952], [2.637, 1.980, -5.323], [3.591, 0.859, -5.133], [4.724, 0.932, -5.568], [3.139, -0.349, -4.400], [4.033, -1.394, -4.183], [3.631, -2.514, -3.469], [2.335, -2.594, -2.969], [1.436, -1.561, -3.195], [1.833, -0.438, -3.915], [-0.604, 2.836, -4.765], [0.158, 4.892, -5.891], [2.512, 5.103, -6.633], [4.091, 3.240, -6.286], [5.045, -1.334, -4.566], [4.330, -3.324, -3.298], [2.025, -3.466, -2.403], [0.427, -1.631, -2.806], [-6.853, -0.107, -7.839], [-6.076, 0.726, -7.412], [-5.045, 0.356, -6.412], [-4.954, -0.963, -5.976], [-3.967, -1.326, -5.070], [-3.066, -0.375, -4.597], [-3.165, 0.945, -5.017], [-4.158, 1.315, -5.920], [-4.264, 2.731, -6.347], [-3.525, 3.577, -5.877], [-5.282, 3.098, -7.362], [-5.371, 4.417, -7.800], [-6.297, 4.764, -8.773], [-7.138, 3.796, -9.313], [-7.063, 2.483, -8.870], [-6.139, 2.131, -7.890], [-5.649, -1.708, -6.345], [-3.894, -2.354, -4.735], [-2.289, -0.662, -3.901], [-2.466, 1.682, -4.643], [-4.715, 5.174, -7.386], [-6.361, 5.791, -9.115], [-7.854, 4.066, -10.080], [-7.722, 1.733, -9.292]], "atomic_forces_ev_per_a": [[-0.67, 0.49, -0.51], [0.45, 1.96, -0.76], [0.29, 0.26, 2.32], [0.76, -1.16, -1.12], [-0.56, 0.38, 1.61], [2.34, 0.50, 2.36], [-2.84, -0.94, -2.05], [0.50, 0.47, 0.60], [-0.26, 0.84, 0.28], [0.31, 0.76, 0.10], [0.03, 0.96, 1.28], [-0.77, 0.89, 0.33], [-0.56, 0.07, 0.61], [-1.44, 1.46, -1.96], [-0.33, 0.64, -0.32], [0.15, -0.73, 0.69], [0.29, 0.28, -0.36], [-0.24, 0.01, 0.33], [-0.45, -0.52, -0.54], [-0.26, -0.95, -1.60], [0.34, -2.00, 0.37], [0.40, 1.87, -0.65], [-0.27, -1.14, 1.49], [-1.64, -1.23, -1.48], [2.28, -1.12, -0.16], [1.85, -1.70, 0.69], [0.49, -0.56, 1.11], [0.45, -0.25, -0.82], [-0.91, 0.43, 0.43], [-0.19, -1.03, 0.61], [0.54, -0.62, -0.81], [1.03, -0.48, -0.43], [0.05, -0.89, 0.91], [-0.74, -0.32, -0.26], [0.79, 0.98, 0.41], [-0.92, -0.21, 0.47], [0.07, 0.71, -1.05], [0.45, 0.92, 0.04], [0.07, -0.62, -1.02], [-0.28, -0.45, 0.92], [-0.45, 1.15, -0.01], [-0.42, -1.06, 0.19], [0.49, -0.11, -1.06], [0.00, 0.73, 0.55], [0.11, 0.55, -1.00], [-0.26, -0.02, 0.49], [-0.12, -0.31, -1.20], [0.22, 0.43, -0.25], [-0.16, 0.67, 0.15], [0.22, 0.05, 0.02], [-0.54, -0.01, 0.16], [0.06, 0.17, -0.10], [-0.03, 0.13, -0.04], [0.04, -0.05, 0.02], [-0.02, -0.13, 0.06], [-0.02, 0.21, -0.09], [-0.16, 0.14, 0.01], [0.65, 0.06, -0.25], [-0.15, -0.01, 0.06], [-0.08, -0.16, 0.11], [0.05, -0.19, 0.09], [-0.05, 0.10, -0.04], [-0.02, 0.09, -0.05], [0.03, -0.20, 0.09], [0.14, -0.14, 0.05], [0.11, -0.07, 0.02], [0.02, -0.07, 0.02], [-0.02, -0.06, 0.02], [-0.06, -0.17, 0.07], [-0.12, 0.15, -0.02], [-0.04, 0.06, 0.00], [0.02, 0.06, -0.03], [0.05, 0.14, -0.10], [0.08, 0.13, 0.03], [-0.39, -0.52, -0.18], [0.12, -0.01, 0.11], [0.09, -0.17, 0.10], [-0.04, 0.18, -0.08], [-0.13, -0.02, -0.03], [0.05, -0.18, 0.10], [0.00, -0.20, 0.03], [0.45, 0.42, 0.31], [-0.07, -0.08, -0.09], [-0.15, 0.05, -0.14], [-0.08, 0.15, -0.14], [0.03, -0.10, 0.05], [0.07, -0.06, 0.09], [-0.10, 0.15, -0.14], [0.02, 0.23, -0.08], [-0.01, 0.17, -0.08], [-0.01, 0.06, -0.02], [-0.04, 0.09, -0.06], [-0.13, -0.03, -0.05], [0.02, -0.18, 0.06], [0.01, -0.06, 0.03], [0.04, -0.02, 0.05], [0.11, -0.05, 0.15]], "lowdin_charge": [-0.0734, -0.2281, 0.0259, -0.0823, -0.1071, 0.0569, -0.2758, 0.1929, -0.2534, 0.1197, 0.0054, -0.0878, -0.0345, -0.1312, -0.1614, -0.1804, -0.1667, -0.2517, -0.0994, 0.0087, -0.1503, 0.5750, -0.2845, -0.1590, -0.1497, -0.0347, -0.2340, 0.1088, 0.0783, 0.0729, 0.0521, 0.1125, 0.1133, 0.1294, 0.0832, 0.1032, 0.0708, 0.1173, 0.1061, 0.1202, 0.1004, 0.1179, 0.1052, 0.1105, 0.1201, 0.0874, 0.1039, 0.0762, 0.0756, 0.0834, -0.2597, -0.0762, 0.0099, -0.0488, -0.0543, 0.0007, -0.0836, -0.2788, 0.1053, -0.0827, 0.0037, -0.0512, -0.0587, -0.0004, -0.0815, 0.1047, 0.1110, 0.1079, 0.1211, 0.1216, 0.1095, 0.1088, 0.1183, 0.1023, -0.2796, -0.0864, -0.0013, -0.0502, -0.0477, 0.0079, -0.0799, -0.2763, 0.0957, -0.0837, -0.0014, -0.0594, -0.0586, -0.0001, -0.0829, 0.1199, 0.1071, 0.0916, 0.0943, 0.1196, 0.1067, 0.1070, 0.1207]}